Entry 1:
Formula: C7H21ClErO5P2
Source: the OMol25 dataset
Level of theory: ωB97M-V/def2-TZVPD

LUMO energy (alpha / beta): -5.383 / -5.344 eV
frontier orbital gap (alpha / beta): 6.8 / 6.8 eV
2S+1: 4
energy: -2812.8788 Eh
total charge: +1

CARTESIAN COORDINATES (ANGSTROEM)
1 Er 0.6427 0.0155 0.1768
2 H -3.0054 -0.4853 0.7687
3 H -3.0425 0.2834 0.7045
4 P 0.0073 -2.5835 -0.6545
5 P 0.0061 2.6047 -0.6455
6 C 1.3655 3.6196 0.0622
7 H 1.2158 4.6726 -0.1991
8 H 1.3925 3.4974 1.1522
9 H 2.3059 3.2516 -0.3606
10 C 0.0024 3.1341 -2.4085
11 H -0.8181 2.5993 -2.9072
12 H -0.0983 4.2203 -2.5608
13 H 0.9543 2.7735 -2.8166
14 C -1.4626 3.5821 -0.0334
15 H -1.4953 3.4914 1.0658
16 H -1.3482 4.6359 -0.3421
17 H -2.3821 3.1463 -0.4615
18 C 0.1817 -3.0964 -2.4053
19 H 0.0661 -4.1715 -2.6054
20 H -0.5584 -2.5271 -2.9798
21 H 1.1808 -2.7638 -2.7027
22 C 1.2621 -3.6518 0.1788
23 H 1.1677 -3.5523 1.2696
24 H 1.1267 -4.6991 -0.1218
25 H 2.2535 -3.2952 -0.1255
26 C -1.5398 -3.5550 -0.2248
27 H -2.4057 -3.0962 -0.7279
28 H -1.4166 -4.6019 -0.5477
29 H -1.6865 -3.4938 0.8648
30 C 2.6724 -0.0276 1.1248
31 O 3.5191 -0.0316 1.9073
32 H -0.4041 0.0182 -1.4502
33 O 0.7709 -1.2206 3.9448
34 Cl 0.0839 0.0141 3.6726
35 O -1.2212 0.0255 4.2794
36 O 0.8303 1.2119 4.0173
37 O -0.1229 0.0552 2.0913

=====

Entry 2:
Formula: C7H21N7O14
Source: the OMol25 dataset
Level of theory: ωB97M-V/def2-TZVPD

energy above the lowest of the compared OMol25 structures with the same formula, charge and spin: 47.6 kcal per mole
LUMO energy: 0.002 eV
frontier orbital gap: 10.9 eV
energy: -1715.2322 Eh
SMILES string: C[N+](=O)[O-].C[N+](=O)[O-].C[N+](=O)[O-].C[N+](=O)[O-].C[N+](=O)[O-].C[N+](=O)[O-].C[N+](=O)[O-]

CARTESIAN COORDINATES (ANGSTROEM)
1 C -4.9772 4.9759 1.4328
2 N -4.2404 3.7815 1.8878
3 O -4.2781 3.3214 2.9999
4 O -3.6298 3.2463 1.0026
5 H -4.8714 5.6828 2.2558
6 H -6.0275 4.8456 1.1722
7 H -4.4675 5.3740 0.5553
8 C 8.3239 0.8975 -1.2069
9 N 9.3953 1.4728 -2.1412
10 O 9.8674 0.6003 -2.9333
11 O 9.7910 2.6387 -1.9223
12 H 7.3446 1.3242 -1.4237
13 H 8.6339 1.2652 -0.2288
14 H 8.2793 -0.1916 -1.2044
15 C -4.2842 -2.2268 -5.8427
16 N -5.6508 -1.7427 -5.7792
17 O -6.2817 -1.4401 -6.7695
18 O -6.1478 -1.6572 -4.6654
19 H -3.9092 -2.0216 -6.8454
20 H -4.2887 -3.3111 -5.7312
21 H -3.6546 -1.7649 -5.0822
22 C 0.1650 -0.1060 -1.1048
23 N 1.2457 -0.2312 -2.1015
24 O 1.1097 -0.9733 -3.0804
25 O 2.2730 0.4146 -1.8653
26 H -0.6591 -0.6914 -1.5125
27 H -0.1204 0.9351 -0.9536
28 H 0.5558 -0.5564 -0.1924
29 C -6.0523 -3.9398 -0.6608
30 N -4.7806 -3.2146 -0.7399
31 O -4.6642 -2.1379 -0.1813
32 O -3.9005 -3.7307 -1.3444
33 H -6.0046 -4.5668 0.2296
34 H -6.2349 -4.5776 -1.5256
35 H -6.9228 -3.2982 -0.5242
36 C -0.7541 0.2831 4.2239
37 N 0.4708 -0.2354 4.9122
38 O 1.3986 -0.6497 4.1705
39 O 0.4338 -0.3609 6.1034
40 H -0.8746 -0.2732 3.2943
41 H -0.5789 1.3524 4.1056
42 H -1.7079 0.1899 4.7432
43 C 6.0094 0.2844 4.0990
44 N 5.5135 0.0051 2.6537
45 O 5.9825 -1.0087 2.1599
46 O 4.8382 0.9078 2.1333
47 H 5.3977 -0.2010 4.8594
48 H 5.8830 1.3310 4.3762
49 H 7.0517 -0.0206 4.1925

=====

Entry 3:
Formula: C7H21NO4
Source: the OMol25 dataset
Level of theory: ωB97M-V/def2-TZVPD

energy above the lowest of the compared OMol25 structures with the same formula, charge and spin: 0.5 kcal per mole
LUMO energy: 0.345 eV
frontier orbital gap: 8.7 eV
energy: -634.9864 Eh
SMILES string: C=C/C=C(/C)CCN.O.O.O.O

CARTESIAN COORDINATES (ANGSTROEM)
1 C 1.7124 2.6900 -1.3805
2 C 0.8722 2.3882 -0.3906
3 C 0.8034 1.1122 0.2950
4 C -0.1452 0.7087 1.1509
5 C -0.0504 -0.6979 1.6916
6 C -1.3839 1.4662 1.4990
7 C -2.5695 0.9962 0.6610
8 N -2.6189 1.6889 -0.6327
9 H 2.6119 2.1437 -1.6319
10 H 1.5597 3.6156 -1.9098
11 H 0.1573 3.1320 -0.0811
12 H 1.5443 0.3714 0.0298
13 H 0.8443 -0.8107 2.3104
14 H -0.9958 -1.0377 2.1111
15 H 0.2475 -1.3418 0.8608
16 H -1.6039 1.3619 2.5635
17 H -1.2951 2.5470 1.3593
18 H -3.5227 1.1825 1.1646
19 H -2.5142 -0.0912 0.5275
20 H -1.7276 2.1413 -0.8077
21 H -2.8045 1.0703 -1.4074
22 O -0.5732 -1.0063 -2.4201
23 H -1.0627 -1.7981 -2.1614
24 H -0.9597 -0.2725 -1.9135
25 O -1.3054 -3.1506 -0.5422
26 H -0.4953 -3.5689 -0.2218
27 H -1.8328 -2.9848 0.2467
28 O 1.8599 -1.8063 -1.0265
29 H 2.5012 -2.4239 -1.4017
30 H 1.2757 -1.5256 -1.7473
31 O 3.1196 -1.8338 1.7686
32 H 3.3182 -0.8915 1.8380
33 H 2.8391 -1.8725 0.8413